Entry 1:
Molecular formula: C12H32N2O7
Method: DFT, ωB97M-V/def2-TZVPD

Gap between HOMO and LUMO in eV: 9.313
Largest force on an atom in Eh/bohr: 0.025
Highest occupied orbital energy in hartree: -0.33251
SMILES: CC(=O)N(C)CCCCNC(=O)O.CO.CO.CO.CO

```
! RIJCOSX wB97M-V def2-TZVPD def2/J DEFGRID3
* xyz 0 1
O -3.95567 -1.10809 -5.33841
O 6.70102 0.55092 3.06260
O -1.32598 0.75880 3.17969
O 0.58013 -2.10460 -1.08324
O 3.78279 -0.07723 2.76160
O -4.71331 -1.21177 -1.93307
O -4.20740 -2.07807 0.05336
N 0.63523 0.04534 -1.80607
N -2.90487 -0.33736 -0.83226
C 4.16111 -1.32580 3.31724
C -0.88727 -0.06245 4.25920
C -0.12319 -0.41592 -2.97288
C -0.83028 1.80397 -0.63895
C 7.69394 1.56272 2.91585
C 1.03619 -0.50720 0.60998
C -5.26524 -1.62351 -5.54080
C 0.43732 1.45348 -1.41913
C 0.73350 -0.91578 -0.81473
C -2.12938 1.93120 -1.46799
C -3.98640 -1.21267 -0.97241
C -3.26210 1.10462 -0.87770
H -3.41157 -2.20409 0.58443
H -3.48438 1.45685 0.13742
H 3.25191 -1.87987 3.54109
H -2.45655 2.97736 -1.44948
H 8.46402 1.47626 3.68526
H 4.76376 -1.90824 2.61283
H 0.08229 -0.48110 1.14719
H -0.99553 1.09884 0.17672
H -0.35429 0.43280 -3.61820
H -1.97182 1.67287 -2.51659
H 1.53464 0.45503 0.71132
H 4.73127 -1.18315 4.23962
H 4.59999 0.40447 2.58391
H 0.07598 -0.47699 3.97202
H 1.32038 1.77714 -0.86571
H -5.99566 -1.07421 -4.94162
H 7.12201 -0.30759 2.96684
H -2.39259 -0.54639 0.01638
H 1.63803 -1.29398 1.06240
H -2.17400 1.14174 3.41942
H -0.63892 2.76539 -0.14926
H -3.75608 -1.20428 -4.40106
H -5.50307 -1.50438 -6.59548
H -5.32006 -2.68360 -5.27992
H -1.05269 -0.91338 -2.69128
H -0.75878 0.51911 5.17468
H -4.16734 1.18840 -1.48265
H 0.43647 2.02320 -2.35414
H -1.58394 -0.88318 4.44855
H 7.19278 2.52023 3.02970
H 8.16006 1.52487 1.92883
H 0.47353 -1.12076 -3.55510
*
```

***

Entry 2:
Molecular formula: C12H32N6Pd
Method: DFT, ωB97M-V/def2-TZVPD

Gap between HOMO and LUMO in eV: 7.800
Largest force on an atom in Eh/bohr: 0.007
Highest occupied orbital energy in hartree: -0.47416

```
! RIJCOSX wB97M-V def2-TZVPD def2/J DEFGRID3
* xyz 2 1
Pd 0.28134 0.39985 0.23410
N 2.36266 -0.73999 -0.48389
N 0.69746 -0.69780 2.30201
N 2.82005 1.47670 1.64090
N -2.34948 0.84883 -3.55716
N -1.15354 1.73846 -0.75297
N -1.65735 -1.06206 -1.65217
C -3.61938 0.96416 -2.79400
C -2.62348 1.61349 -0.48843
C 1.94577 -1.40546 2.67676
C 4.27685 -0.46734 1.07028
C 3.72298 0.39613 2.19400
C -2.99687 0.21743 0.01000
C 2.49701 -2.21752 1.50415
C -3.04551 -0.83584 -1.08728
C -3.97678 -0.41462 -2.22343
C 2.98315 -0.43159 3.23458
C -3.49937 2.01322 -1.68341
C 3.27969 -1.44160 0.44369
H -2.83297 2.30588 0.32738
H 4.74675 0.15217 0.29986
H -2.05740 1.76580 -3.88412
H -3.99833 0.25929 0.44454
H -0.02709 -1.39734 2.16757
H 1.89931 -1.44366 -1.04989
H 0.37935 -0.15429 3.09993
H -3.36911 -1.78619 -0.66376
H -2.52007 0.31488 -4.40644
H -1.55860 -0.39763 -2.46769
H 2.91340 -0.20307 -1.14854
H 5.08850 -1.05218 1.50778
H 3.74349 -1.01500 3.75779
H -1.53354 -2.01922 -1.97520
H 4.54211 0.93229 2.67408
H -0.90167 -0.80441 -0.96280
H -2.30486 -0.07772 0.80271
H -4.99376 -0.39146 -1.83024
H 1.95907 1.07043 1.17592
H 3.87666 -2.17039 -0.11408
H 2.53503 0.21360 3.99659
H -4.43134 1.27925 -3.45413
H -3.97810 -1.16368 -3.02069
H 1.72832 -2.11286 3.48332
H -3.15062 2.96174 -2.10111
H 3.30858 2.04198 0.94562
H -4.50760 2.20530 -1.31100
H 2.50348 2.09958 2.38504
H -0.97528 1.71495 -1.75140
H -0.86126 2.66108 -0.44972
H 1.67556 -2.75680 1.02307
H 3.15680 -2.98674 1.91191
*
```

***

Entry 3:
Molecular formula: C12H33AgCrCsN3O23S5
Method: DFT, ωB97M-V/def2-TZVPD

Gap between HOMO and LUMO (spin up / spin down) in eV: 2.861 / 2.837
Largest force on an atom in Eh/bohr: 0.060
Highest occupied orbital energy (spin up / spin down) in hartree: 0.18825 / 0.18899

```
! RIJCOSX wB97M-V def2-TZVPD def2/J DEFGRID3
* xyz -5 6
Cs 15.92585 -12.76876 23.53394
Ag 15.61630 -15.07481 20.03485
Cr 11.89806 -15.46847 23.36074
S 14.44535 -17.42338 22.43262
S 18.65858 -14.36540 21.50446
S 12.97255 -14.08465 20.54911
S 16.74361 -12.60223 17.70500
S 12.76329 -13.94261 25.51654
O 16.71434 -11.29091 18.41596
O 15.90156 -13.61223 18.47658
O 19.49467 -13.36809 20.83135
O 14.17331 -13.83890 25.91419
O 13.44037 -18.33776 21.82934
O 7.69501 -15.57017 21.84878
O 8.76807 -9.82726 19.01066
O 13.43327 -15.00880 19.45700
O 13.72493 -16.29705 23.14076
O 14.21316 -13.72967 21.25985
O 18.99302 -15.74400 21.10945
O 12.32679 -12.94140 19.87834
O 17.16697 -14.15005 21.22037
O 15.31381 -16.81850 21.37918
O 15.25781 -18.12772 23.42415
O 11.85191 -13.17995 26.38547
O 12.38640 -15.42438 25.50784
O 12.64581 -13.68389 24.06316
O 12.03453 -14.79226 21.46656
O 18.80084 -14.14572 22.97741
O 16.08055 -12.47835 16.37668
O 18.13157 -13.07047 17.58274
O 9.10639 -18.84676 19.89227
N 12.55653 -17.71209 19.21281
N 9.89223 -13.32948 18.32288
N 9.81270 -14.98679 23.67344
C 9.08776 -13.94403 22.86531
C 9.12986 -11.20750 19.21563
C 8.47607 -20.06704 20.09368
C 11.09853 -17.61636 19.34178
C 10.46444 -18.98303 19.44224
C 8.56032 -11.89716 16.86306
C 9.98534 -12.73771 22.69465
C 7.35355 -16.34522 20.70864
C 9.82792 -9.00230 18.63981
C 8.63662 -14.55968 21.56117
C 10.55047 -16.73428 18.25117
C 9.61686 -11.94804 17.97092
H 9.68849 -14.60743 24.61230
H 10.52290 -19.54180 18.49885
H 10.66904 -17.17730 17.25291
H 7.73264 -12.56364 17.12106
H 10.56268 -11.53727 17.62089
H 10.92262 -12.91360 22.17128
H 7.97015 -20.45695 19.18188
H 9.45777 -8.05267 18.23567
H 12.91383 -18.17926 20.05848
H 9.00147 -12.13192 15.89531
H 9.14327 -13.94995 18.59778
H 8.18296 -16.44178 20.00950
H 8.21579 -11.63984 19.61727
H 6.45451 -15.90317 20.25956
H 10.14557 -12.24863 23.65514
H 9.18786 -15.79111 23.65010
H 10.60245 -13.30352 19.06811
H 10.52293 -8.78429 19.45839
H 11.02406 -19.49293 20.23640
H 9.55752 -14.94191 21.08813
H 7.12126 -17.34761 21.07409
H 7.71725 -19.90390 20.86045
H 8.26791 -13.79894 20.85961
H 8.12108 -10.89314 16.80917
H 12.90861 -16.76782 19.44193
H 11.04364 -15.76332 18.19356
H 9.48005 -12.00525 22.04518
H 8.19431 -13.64647 23.43403
H 9.15877 -20.89880 20.31521
H 9.96504 -11.24426 19.92413
H 9.47643 -16.53216 18.38775
H 10.40823 -9.42042 17.80610
H 10.95146 -17.11451 20.31593
*
```

***

Entry 4:
Molecular formula: C12H33AsCrF8N4O7S2
Method: DFT, ωB97M-V/def2-TZVPD

Relative energy (zero: lowest compared OMol25 entry of this formula, charge and spin) in kcal per mole: 28.7
Gap between HOMO and LUMO (spin up / spin down) in eV: 6.366 / 9.246
Largest force on an atom in Eh/bohr: 0.141
Highest occupied orbital energy (spin up / spin down) in hartree: -0.25885 / -0.36450

```
! RIJCOSX wB97M-V def2-TZVPD def2/J DEFGRID3
* xyz 0 5
As 0.99788 -3.69038 0.82083
Cr 0.04336 -0.08342 -0.05918
S 3.40955 0.04542 0.22986
S 2.67474 1.86342 -0.84056
F 0.62778 -4.20465 -0.89334
F 1.38707 2.32587 -1.67707
F 1.20039 -5.35014 1.39351
F 2.67796 -3.62447 0.29843
F 0.75399 -1.96646 0.27649
F -0.83308 -3.71478 1.00178
F 2.78970 -1.02078 1.24012
F 1.35065 -3.14428 2.44941
O 4.25379 0.82532 1.19808
O 3.63580 1.77895 -1.94557
O 3.95870 -0.78772 -0.89973
O -2.05795 2.13192 2.66077
O 1.82327 -0.69130 -3.85170
O 2.80704 2.98980 0.01735
O 0.05633 0.16537 2.22653
N -1.74990 -1.06312 0.40607
N 1.85770 0.64911 -0.19847
N -0.12455 -0.51579 -2.10623
N -0.96439 1.80919 -0.23829
C -0.78826 2.91626 0.63933
C -1.95744 3.16066 1.68839
C -1.06894 -0.65068 2.70244
C 0.07559 -1.82416 -2.73028
C -2.84727 2.57081 3.78796
C 3.04909 -0.51320 -4.48931
C 1.55612 -1.87328 -3.18337
C -3.27275 -1.88816 1.85078
C 1.05359 0.55289 3.14187
C -0.50121 4.06379 -0.31606
C -2.23998 -0.76217 1.68992
C -0.72833 -1.89442 -4.02603
H -1.79475 -2.06621 0.29694
H 3.19989 -0.87900 -5.50496
H 1.78134 -2.77487 -3.75304
H -2.77517 0.17615 1.54426
H -1.36472 4.28079 -0.94485
H -1.07424 2.30131 -1.11343
H 0.17441 2.71326 1.10853
H -2.34593 3.38442 4.31219
H -4.01013 -1.79823 2.64845
H -0.81924 -2.86778 -4.50809
H -1.92803 1.66715 0.02881
H -0.28655 -2.67041 -2.14649
H 1.94925 0.82541 2.58363
H -0.18199 -1.41575 -4.83872
H -3.86881 2.77562 3.46763
H -2.89611 3.31040 1.15493
H 1.19612 -0.21606 3.90113
H 3.35671 0.50927 -4.27021
H -2.54289 -0.84168 -0.17893
H 0.42652 4.05988 -0.88827
H -1.75209 4.09347 2.21354
H -1.39742 -0.26326 3.66686
H 0.39744 -0.09191 -2.85986
H -2.84929 1.73959 4.49305
H 0.75151 1.46445 3.65752
H -0.69063 -1.58349 3.12061
H -2.75879 -2.78651 2.19272
H -3.78100 -2.07405 0.90461
H -1.71402 -1.43220 -3.97258
H 3.83821 -1.05252 -3.96535
H 2.29425 -1.79544 -2.38511
H -0.97381 -0.21593 -2.56334
H -0.46607 4.93871 0.33308
*
```